ORCA calculation (ωB97M-V/def2-TZVPD) on a structure of composition C25H22FeN5O7.

Element x y z (Å)
Fe 0.35624 -0.20650 0.38393
C 2.36841 3.35855 -0.88173
C 1.66151 2.02606 -1.03786
O 0.85900 1.72451 -0.08196
C 1.94689 1.26532 -2.15611
C 1.41685 -0.02936 -2.46606
C 1.78235 -0.66165 -3.78151
N 0.64253 -0.64887 -1.63180
N 0.15634 -1.89914 -2.00712
C -0.64269 -2.35158 -1.07827
O -0.95533 -1.74844 0.01886
C -1.23345 -3.70510 -1.30542
C -1.63188 -4.46251 -0.20871
C -2.17074 -5.72759 -0.38763
C -2.32999 -6.24344 -1.66651
C -1.93941 -5.48859 -2.76514
C -1.39055 -4.22800 -2.58595
H 3.30797 3.20864 -0.34457
H 1.74541 4.03068 -0.29269
H 2.59738 3.81740 -1.84362
H 2.63715 1.68780 -2.87413
H 2.45273 -0.01729 -4.34683
H 0.88202 -0.85878 -4.36490
H 2.25739 -1.62865 -3.61163
H -1.50590 -4.04179 0.78007
H -2.46941 -6.31303 0.47378
H -2.75733 -7.22919 -1.80703
H -2.06412 -5.88493 -3.76591
H -1.06943 -3.63336 -3.43054
N -0.32695 -3.27135 4.47261
C -0.82998 -2.20673 5.13097
O -1.34924 -2.26014 6.23651
C -0.68498 -0.91155 4.38899
C -0.42547 0.26676 5.07400
C -0.20737 1.43064 4.35351
C -0.25535 1.37418 2.97009
N -0.54901 0.25110 2.31316
C -0.76223 -0.86701 3.00662
H -0.38385 -4.16601 4.92636
H 0.23549 -3.16171 3.62846
H -0.38136 0.25113 6.15552
H 0.02467 2.36301 4.84922
H -0.04099 2.23465 2.34768
H -0.97114 -1.74811 2.41302
O 1.51331 -2.80148 2.33839
C 2.26289 -2.16894 1.58137
O 2.09299 -0.99886 1.12445
C 3.56425 -2.82628 1.15762
C 4.01879 -3.96533 1.80850
C 5.20119 -4.58138 1.42028
C 5.93401 -4.07243 0.36197
C 5.45588 -2.94120 -0.28186
C 4.28871 -2.30172 0.09481
N 6.23223 -2.40095 -1.41252
O 5.78247 -1.45245 -2.01167
O 7.25870 -2.97429 -1.72268
H 3.42022 -4.36217 2.61780
H 5.55080 -5.46521 1.93769
H 6.85291 -4.52938 0.02867
H 3.93689 -1.41780 -0.41784

Forces on the atoms, in the same order (eV/Å):
Fe 0.2 0.0 -0.3
C 0.0 0.0 0.0
C 0.0 0.0 -0.1
O 0.1 0.0 0.1
C 0.0 0.0 0.0
C 0.0 0.0 0.0
C 0.0 0.0 0.0
N -0.1 0.0 0.1
N -0.1 0.0 0.0
C 0.0 0.0 -0.1
O 0.0 -0.1 0.1
C 0.0 0.0 0.0
C 0.0 0.0 0.0
C 0.0 0.0 0.0
C 0.0 0.0 0.0
C 0.0 0.0 0.0
C 0.0 0.0 0.0
H 0.0 0.0 0.0
H 0.0 0.0 0.0
H 0.0 0.0 0.0
H 0.0 0.0 0.0
H 0.0 0.0 0.0
H 0.0 0.0 0.0
H 0.0 0.0 0.0
H 0.0 0.0 0.0
H 0.0 0.0 0.0
H 0.0 0.0 0.0
H 0.0 0.0 0.0
H 0.0 0.0 0.0
N -0.1 0.0 -0.1
C 0.0 0.0 0.0
O 0.0 0.0 0.0
C 0.0 0.0 0.1
C 0.0 0.0 0.0
C 0.0 0.0 0.0
C -0.1 0.0 0.0
N 0.1 0.0 0.0
C 0.0 0.0 0.0
H 0.0 0.0 0.0
H 0.1 0.0 0.1
H 0.0 0.0 0.0
H 0.0 0.0 0.0
H 0.0 0.0 0.0
H 0.0 0.0 0.0
O 0.1 0.0 -0.1
C 0.1 0.1 0.2
O -0.2 0.0 0.0
C -0.1 0.0 -0.1
C 0.0 0.0 0.0
C 0.0 0.0 0.0
C 0.0 0.1 0.0
C 0.0 0.1 0.1
C 0.1 0.0 0.0
N -0.3 -0.3 -0.2
O -0.1 0.4 0.0
O 0.3 -0.1 0.1
H 0.0 0.0 0.0
H 0.0 0.0 0.0
H 0.0 0.0 0.0
H 0.0 0.0 0.0

Output
Charge: -1
LUMO (alpha / beta): 1.912 / 1.910 eV
E: -3030.1787 Eh
Maximum force: 0.49 eV Å⁻¹
2S+1: 5
Highest occupied orbital energy (alpha / beta): -4.090 / -4.224 eV
Relative energy (zero: lowest compared OMol25 entry of this formula, charge and spin): 0.000 eV

***

ORCA calculation (ωB97M-V/def2-TZVPD) on a structure of composition C27H49MnN6O in a non-equilibrium geometry.

Element x y z (Å)
Mn 1.70493 -0.98968 -2.64907
C -1.33071 -1.29494 -0.66868
C -0.21941 -0.35974 -0.21284
C 0.13936 -0.59560 1.25967
O 0.89813 -0.39472 -1.01718
H -1.02268 -2.34388 -0.66772
H -1.60026 -1.06482 -1.70423
H -2.25867 -1.21399 -0.09868
H -0.65852 0.66061 -0.18253
H -0.71595 -0.38807 1.90307
H 0.99139 0.03741 1.51707
H 0.44907 -1.62847 1.43807
C -2.80349 0.35213 4.37500
C -2.44589 0.00142 5.80837
C -2.08086 1.22417 6.64365
C -3.23934 1.99558 7.06793
N -4.17127 2.58110 7.38847
H -3.47018 1.21466 4.32370
H -3.29932 -0.48118 3.87711
H -1.89714 0.57111 3.80496
H -1.63138 -0.72539 5.80251
H -3.28698 -0.50959 6.28408
H -1.40471 1.86536 6.06303
H -1.46674 0.99310 7.51747
C 4.94945 -1.98925 2.84728
C 4.18391 -1.61528 1.58431
C 4.64972 -2.44982 0.37294
C 4.10978 -1.98202 -0.86849
N 3.68668 -1.55093 -1.84183
H 4.74868 -3.00079 3.21000
H 4.66258 -1.34388 3.67992
H 6.02824 -1.88187 2.72551
H 4.40333 -0.56840 1.35441
H 3.10621 -1.69784 1.72141
H 4.36992 -3.50161 0.51516
H 5.73837 -2.53276 0.30769
C 2.11194 -5.04097 2.23356
C 0.96930 -4.54784 1.36902
C 0.64355 -5.57311 0.27804
C -0.45945 -5.18777 -0.61300
N -1.32792 -4.93956 -1.32041
H 2.48787 -4.24503 2.88339
H 2.95032 -5.35740 1.60874
H 1.82213 -5.84185 2.91323
H 1.24843 -3.60449 0.89134
H 0.07520 -4.32520 1.95225
H 0.33212 -6.49756 0.77135
H 1.50894 -5.76086 -0.35858
C 2.82993 2.64847 0.23385
C 2.76793 3.86085 -0.67614
C 2.06922 3.61339 -2.00143
C 2.28870 2.29174 -2.53553
N 2.42509 1.21354 -2.89192
H 1.90447 2.07337 0.29057
H 3.19311 2.92062 1.22444
H 3.59688 1.96400 -0.14520
H 3.81214 4.13125 -0.87934
H 2.39710 4.77852 -0.22129
H 2.33505 4.36230 -2.75311
H 0.98402 3.74293 -1.90687
C -0.65295 3.77019 -6.46967
C -0.24309 2.80189 -5.35527
C -0.80772 1.39454 -5.59162
C -0.38574 0.40062 -4.61543
N -0.08889 -0.41603 -3.86468
H 0.11234 3.80309 -7.24665
H -0.78134 4.77812 -6.08642
H -1.56278 3.44656 -6.97639
H -0.57056 3.14538 -4.37011
H 0.84471 2.73691 -5.26048
H -0.64478 1.03953 -6.60890
H -1.89859 1.43918 -5.46294
C -4.77103 1.08913 -0.06724
C -3.92322 1.23491 -1.33065
C -4.75208 1.81257 -2.48932
C -5.35337 3.10998 -2.15550
N -5.84903 4.10733 -1.88652
H -5.65566 0.47151 -0.24381
H -5.07001 2.03665 0.37411
H -4.19526 0.52316 0.67130
H -3.62390 0.23601 -1.64424
H -3.07075 1.86550 -1.07727
H -5.61496 1.15641 -2.63801
H -4.22365 1.94545 -3.43273

Forces on the atoms, in the same order (eV/Å):
Mn -0.5 1.3 1.1
C -0.1 -0.2 -0.6
C -0.8 0.3 1.0
C 0.3 -0.3 -0.3
O 0.6 -0.6 -0.6
H 0.1 0.0 0.2
H 0.1 0.0 0.0
H 0.2 0.1 0.2
H 0.2 0.0 -0.4
H 0.1 0.1 0.1
H -0.1 0.1 0.2
H -0.1 -0.1 -0.1
C 0.0 0.0 -0.2
C -0.4 -0.5 0.2
C 1.0 0.2 -0.1
C 0.0 0.0 -0.1
N -0.1 0.1 0.0
H 0.0 0.0 0.0
H 0.0 0.0 0.0
H -0.1 0.2 0.0
H 0.1 0.2 0.1
H 0.0 0.0 0.0
H -0.3 0.1 -0.1
H -0.3 -0.3 0.1
C -0.1 -0.1 0.5
C 0.6 0.3 -0.1
C 0.2 -1.0 1.0
C 0.1 0.2 -0.4
N -0.6 -0.2 -0.4
H 0.0 -0.1 -0.3
H 0.0 0.1 -0.2
H 0.0 0.0 -0.1
H -0.2 0.0 0.0
H 0.0 -0.1 -0.1
H -0.3 0.1 -0.1
H 0.0 0.5 -0.1
C 0.2 0.4 0.4
C 0.0 0.3 -0.4
C -0.5 0.1 0.1
C 0.1 -0.1 0.2
N 0.0 0.2 -0.1
H -0.1 0.0 -0.1
H 0.0 -0.2 0.1
H 0.0 -0.2 -0.2
H 0.0 0.0 0.0
H 0.0 -0.1 0.1
H 0.2 -0.1 -0.2
H 0.1 -0.2 0.1
C 0.3 -0.3 0.1
C 1.3 0.3 0.1
C -0.8 0.9 -0.3
C 0.1 -0.3 0.0
N 0.0 -0.5 -0.3
H -0.1 0.2 0.1
H -0.3 0.1 0.1
H -0.2 -0.1 -0.1
H -0.1 -0.1 -0.2
H -0.5 -0.3 0.1
H 0.2 -0.1 0.0
H 0.0 -0.3 0.2
C 0.3 -0.3 -0.1
C 0.4 -0.1 0.3
C -0.9 0.3 0.3
C 0.1 -0.3 -0.2
N 0.6 0.0 -0.3
H 0.0 0.0 0.1
H -0.1 0.0 0.0
H -0.2 0.1 0.2
H -0.2 0.0 -0.1
H 0.0 0.0 -0.2
H 0.3 -0.1 0.1
H 0.1 0.0 -0.2
C 0.2 -0.7 0.2
C -0.7 0.1 0.1
C -0.5 0.4 0.4
C 0.2 -0.1 0.0
N 0.0 0.3 0.1
H -0.1 0.2 -0.1
H 0.0 0.1 -0.1
H 0.0 0.2 0.1
H 0.4 0.1 0.0
H 0.2 -0.1 -0.3
H 0.2 -0.1 -0.3
H 0.1 -0.3 0.0

Output
Charge: +1
LUMO (alpha / beta): -2.754 / -3.195 eV
E: -2612.7321 Eh
Maximum force: 1.76 eV Å⁻¹
2S+1: 6
Highest occupied orbital energy (alpha / beta): -11.472 / -11.586 eV